Run a
This record from the Open Molecules 2025 dataset describes a structure of composition C6H8N2. The level of theory is ωB97M-V with the def2-TZVPD basis set.

Last column: natural (NBO) charge in e.
Geometry (Å):
C -0.593 1.177 0.067  -0.396
C -0.297 0.101 1.166  -0.282
C -1.138 -0.773 0.050  -0.388
C -0.585 0.008 -0.936  -0.311
C 0.970 -0.095 -1.373  0.115
C 1.219 -0.575 1.315  0.082
H -0.137 2.266 -0.119  0.220
H -1.673 1.449 -0.227  0.221
H -0.775 0.347 2.120  0.227
H -0.711 -1.758 0.105  0.217
H -2.360 -0.869 0.178  0.238
H -1.185 0.195 -1.749  0.219
H 1.279 0.178 -2.552  0.200
H 1.663 -1.062 2.266  0.220
N 2.146 -0.109 -0.820  -0.291
N 2.178 -0.481 0.508  -0.292

Results
orbital gap = 9.367 eV


Run b
This record from the Open Molecules 2025 dataset describes an isolated molecule of C6H8N2. The level of theory is ωB97M-V with the def2-TZVPD basis set.

Last column: natural (NBO) charge in e.
Geometry (Å):
C -0.628 1.988 -0.036  -0.398
C 0.064 0.770 0.058  0.199
C 1.644 0.660 0.094  -0.481
C 1.864 -0.730 -0.326  -0.198
C 0.755 -1.512 -0.230  -0.041
C -1.600 -1.144 0.249  0.244
H -1.602 2.275 0.075  0.220
H 0.056 2.782 -0.081  0.189
H 1.938 1.221 -0.701  0.232
H 2.195 0.623 1.184  0.233
H 2.786 -1.020 -0.348  0.196
H 0.477 -2.521 -0.530  0.225
H -1.753 -2.170 0.890  0.203
H -3.419 -0.447 -0.366  0.322
N -0.255 -0.631 0.484  -0.482
N -2.522 -0.143 -0.415  -0.662

Results
orbital gap = 8.831 eV
SMILES = [H]/N=C/N1C=CCC1=C


What is the stability order? It is run b, run a, from most stable to least stable.


Run a
This record from the Open Molecules 2025 dataset describes an isolated molecule of C6H8N2. The level of theory is ωB97M-V with the def2-TZVPD basis set.

Last column: natural (NBO) charge in e.
Geometry (Å):
C -2.021 -1.280 0.448  -0.239
C -2.228 0.300 0.126  -0.235
C 0.112 0.102 0.177  0.230
C 1.127 0.394 0.929  -0.278
C 2.375 0.575 0.250  -0.295
C 2.054 0.440 -1.134  -0.089
H -2.384 -1.795 1.246  0.205
H -1.823 -1.947 -0.379  0.194
H -2.843 1.188 0.631  0.214
H -1.709 0.588 -0.824  0.181
H 1.153 0.769 2.026  0.225
H 3.516 0.418 0.830  0.235
H 2.932 0.276 -1.933  0.236
H 0.185 -0.059 -1.972  0.391
N -1.084 -0.126 0.774  -0.416
N 0.639 0.156 -1.195  -0.559

Results
orbital gap = 9.151 eV
SMILES = c1c[nH]c(N2CC2)c1


Run b
This record from the Open Molecules 2025 dataset describes an isolated molecule of C6H8N2. The level of theory is ωB97M-V with the def2-TZVPD basis set.

Last column: natural (NBO) charge in e.
Geometry (Å):
C 0.195 -1.382 -0.035  -0.431
C -1.069 -1.012 -0.091  0.290
C 1.272 -0.395 -0.030  0.193
C -0.374 1.368 -0.067  0.296
C 2.570 -0.722 0.039  -0.515
C -1.103 2.448 0.040  -0.623
N 0.891 0.953 -0.107  -0.635
N -2.316 -1.491 -0.036  -0.830
H 0.527 -2.413 -0.081  0.226
H 3.343 0.026 0.055  0.194
H 2.887 -1.746 0.092  0.206
H -0.679 3.421 0.262  0.210
H -2.176 2.415 -0.052  0.224
H 1.617 1.576 -0.445  0.404
H -2.520 -2.214 0.644  0.389
H -3.064 -0.833 -0.187  0.403

Results
orbital gap (alpha / beta) = 7.537 / 7.536 eV


What is the stability order? It is run b, run a, from most stable to least stable.


Run a
This record from the Open Molecules 2025 dataset describes a structure of composition C6H8N2. The level of theory is ωB97M-V with the def2-TZVPD basis set.

Last column: natural (NBO) charge in e.
Geometry (Å):
C 0.467 -0.751 -0.155  0.044
C -0.849 -0.043 -0.011  0.168
C 0.473 0.447 -0.986  -0.192
C 0.817 0.258 0.881  -0.211
C -0.446 1.087 1.017  -0.269
C 0.802 1.562 0.116  -0.239
N 0.861 -2.077 -0.399  -0.810
N -2.109 -0.192 -0.689  -0.838
H 0.256 0.571 -2.030  0.207
H 1.476 0.089 1.716  0.211
H -0.754 1.274 2.024  0.229
H 1.656 2.190 0.267  0.227
H 1.850 -2.166 -0.613  0.372
H 0.590 -2.702 0.355  0.372
H -2.204 0.485 -1.443  0.363
H -2.885 -0.033 -0.051  0.367

Results
orbital gap = 9.077 eV


Run b
This record from the Open Molecules 2025 dataset describes a structure of composition C6H8N2. The level of theory is ωB97M-V with the def2-TZVPD basis set.

Last column: natural (NBO) charge in e.
Geometry (Å):
C 2.126 -1.921 0.400  -0.568
C 1.386 -0.655 0.740  -0.289
C -0.483 0.408 -0.114  0.390
C -1.523 0.463 -1.284  -0.208
C -2.342 1.309 -0.750  -0.259
C -1.748 2.158 0.219  0.058
H 3.365 -2.019 0.619  0.217
H 1.695 -2.840 0.743  0.207
H 1.903 -2.168 -0.980  0.181
H 1.996 0.314 0.729  0.211
H 1.101 -0.641 1.842  0.212
H -1.650 -0.267 -2.132  0.245
H -3.585 1.358 -0.950  0.216
H -2.055 3.271 0.317  0.212
N 0.318 -0.556 0.044  -0.401
N -0.503 1.786 0.555  -0.425

Results
orbital gap = 8.574 eV


What is the stability order? It is run b, run a, from most stable to least stable.


Run a
This record from the Open Molecules 2025 dataset describes a cluster of 4 separate species, C2H13NO4 in total. The level of theory is ωB97M-V with the def2-TZVPD basis set.

Last column: natural (NBO) charge in e.
Geometry (Å):
C -2.135 2.056 -1.179  -0.080
O -2.070 0.803 -1.883  -0.730
C -2.586 1.861 0.254  -0.253
N -1.438 1.641 1.166  -0.855
H -1.087 2.341 -1.196  0.199
H -2.751 2.766 -1.728  0.160
H -2.808 0.231 -1.682  0.462
H -3.134 2.720 0.644  0.187
H -3.252 1.009 0.399  0.184
H -1.479 0.725 1.607  0.362
H -1.312 2.370 1.837  0.363
H 3.476 -1.934 2.649  0.458
H 3.816 -2.118 1.184  0.486
O 3.059 -1.995 1.801  -0.948
H -0.273 -1.835 -0.625  0.475
H -0.688 -2.961 0.288  0.463
O -0.483 -2.762 -0.599  -0.939
H 5.106 -0.920 -1.238  0.476
H 5.287 -2.361 -1.010  0.468
O 4.754 -1.636 -0.691  -0.941

Results
orbital gap = 9.934 eV
SMILES = NCCO.O.O.O


Run b
This record from the Open Molecules 2025 dataset describes a cluster of 4 separate species, C2H13NO4 in total. The level of theory is ωB97M-V with the def2-TZVPD basis set.

Last column: natural (NBO) charge in e.
Geometry (Å):
C 1.806 1.375 -3.537  -0.089
O 2.940 0.495 -3.631  -0.782
C 1.472 1.284 -2.022  -0.245
N 1.256 -0.225 -1.564  -0.851
H 0.832 0.982 -4.048  0.172
H 2.154 2.497 -3.761  0.186
H 3.182 -0.098 -4.413  0.497
H 0.633 2.054 -1.730  0.190
H 2.392 1.557 -1.461  0.184
H 0.901 -0.678 -2.390  0.357
H 2.244 -0.312 -1.229  0.380
H -3.119 -3.343 4.387  0.461
H -2.982 -4.329 5.478  0.467
O -2.993 -3.327 5.322  -0.928
H -1.507 6.325 1.719  0.463
H -2.789 6.662 2.289  0.457
O -2.302 6.874 1.564  -0.920
H -2.144 -6.011 2.891  0.465
H -0.612 -5.958 2.754  0.477
O -1.366 -5.824 3.382  -0.942

Results
orbital gap = 10.045 eV
SMILES = NCCO.O.O.O


Run c
This record from the Open Molecules 2025 dataset describes a cluster of 4 separate species, C2H13NO4 in total. The level of theory is ωB97M-V with the def2-TZVPD basis set.

Last column: natural (NBO) charge in e.
Geometry (Å):
C -1.237 -1.644 -0.616  -0.063
O -0.620 -2.332 -1.780  -0.814
C -0.325 -1.228 0.441  -0.260
N -1.033 -0.962 1.710  -0.852
H -1.861 -2.389 -0.155  0.179
H -1.745 -0.799 -1.093  0.178
H -0.875 -3.248 -2.151  0.501
H 0.204 -0.203 0.115  0.187
H 0.533 -2.004 0.341  0.204
H -0.904 -0.012 1.960  0.365
H -0.879 -1.533 2.506  0.372
H 0.943 -0.002 -2.303  0.471
H 0.824 0.890 -3.324  0.462
O 1.381 0.860 -2.558  -0.934
H 2.154 2.423 -0.265  0.488
H 3.107 1.212 0.055  0.468
O 2.759 1.988 0.431  -0.955
H -0.179 2.666 2.575  0.470
H -1.581 3.098 2.170  0.465
O -0.665 3.220 1.940  -0.934

Results
orbital gap = 10.308 eV
SMILES = NCCO.O.O.O


Run d
This record from the Open Molecules 2025 dataset describes a cluster of 4 separate species, C2H13NO4 in total. The level of theory is ωB97M-V with the def2-TZVPD basis set.

Last column: natural (NBO) charge in e.
Geometry (Å):
C 2.061 -1.086 -0.503  -0.063
O 1.294 -1.377 -1.661  -0.724
C 2.281 0.402 -0.269  -0.261
N 1.041 1.044 0.202  -0.882
H 1.521 -1.499 0.366  0.144
H 2.990 -1.634 -0.663  0.182
H 0.484 -0.839 -1.610  0.477
H 3.156 0.477 0.364  0.202
H 2.476 0.819 -1.256  0.192
H 0.572 1.488 -0.556  0.384
H 1.186 1.673 0.966  0.377
H -3.616 1.306 1.880  0.474
H -2.254 0.716 1.715  0.498
O -2.920 1.235 1.225  -0.977
H -0.754 -1.455 1.369  0.475
H -0.003 -0.169 1.430  0.494
O -0.753 -0.627 1.868  -0.987
H -2.033 0.307 -0.405  0.498
H -2.561 0.755 -1.782  0.474
O -1.934 0.151 -1.380  -0.977

Results
orbital gap = 10.519 eV
SMILES = NCCO.O.O.O


What is the stability order? It is run d, run a, run c, run b, from most stable to least stable.